Entry from the OMol25 dataset: an isolated molecule of C4H3I (ωB97M-V/def2-TZVPD).

```
8
Properties=species:S:1:pos:R:3:forces:R:3:mulliken_charge:R:1
C 0.390055 0.163648 0.969835 -0.1 0.7 1.5 -0.21
C 1.041159 -0.269608 -0.090248 2.3 -0.6 -1.8 -0.18
C -0.838199 0.765115 0.282895 -1.6 -0.8 0.1 -0.21
C -0.309350 -0.286465 -0.588506 2.2 -0.7 -0.1 -0.07
I 3.047778 -1.358622 -0.552126 -2.5 1.4 0.6 0.06
H -1.797079 0.517228 0.748313 0.2 -0.1 0.1 0.20
H -0.940522 1.779674 -0.044383 1.0 0.5 -0.2 0.24
H -0.593842 -1.310971 -0.725780 -1.5 -0.2 -0.3 0.18
```
Forces are in eV/Å.

Output
frontier orbital gap	8.10	eV
HOMO level	-0.32156	Ha
LUMO level	-0.7	eV
max |F|	3.01	eV/Å
SMILES string	IC1=C2C[C@@H]12

Entry from the OMol25 dataset: a structure of composition C4H3I (ωB97M-V/def2-TZVPD).

```
8
Properties=species:S:1:pos:R:3:forces:R:3:mulliken_charge:R:1
C -1.123957 -0.521218 -0.237249 0.9 1.0 0.4 -0.20
C 0.116444 -1.104952 -0.363534 -0.2 1.0 0.8 -0.32
C -0.463908 0.718185 -0.157525 0.6 -1.3 -0.5 -0.34
C 0.765475 0.066674 0.487193 -0.4 -0.3 -1.7 -0.24
I 2.827383 0.149419 -0.053058 -0.1 0.7 0.2 0.06
H -2.104332 -0.834155 -0.366188 -1.6 -0.4 -0.5 0.41
H -0.645548 1.576475 -0.843412 0.7 -0.6 0.6 0.28
H 0.628445 -0.050429 1.533772 0.2 -0.1 0.6 0.36
```
Forces are in eV/Å.

Output
frontier orbital gap	9.25	eV
HOMO level	-0.33465	Ha
LUMO level	0.1	eV
max |F|	1.82	eV/Å

Entry from the OMol25 dataset: an isolated molecule of C4H3I (ωB97M-V/def2-TZVPD).

```
8
Properties=species:S:1:pos:R:3:forces:R:3:mulliken_charge:R:1
C -0.036943 -1.180020 0.794251 2.2 2.3 -1.3 -0.09
C 0.991503 -0.131583 0.616399 -1.7 -1.2 1.0 -0.34
C -0.471226 -0.479986 -0.335012 -0.7 -0.5 -1.9 -0.20
C -0.009204 0.894027 0.014377 -0.2 0.5 0.2 -0.27
I 0.742789 2.346531 -1.467137 -0.2 -0.9 0.4 0.01
H -0.000342 -2.206298 1.189737 -0.3 0.8 -0.3 0.32
H -0.591358 -0.843472 -1.443934 0.2 0.6 2.2 0.21
H -0.625218 1.600801 0.631318 0.7 -1.5 -0.2 0.35
```
Forces are in eV/Å.

Output
frontier orbital gap	9.17	eV
HOMO level	-0.33234	Ha
LUMO level	0.1	eV
max |F|	3.39	eV/Å
SMILES string	I[C@@H]1C2=C[C@H]21

Entry from the OMol25 dataset: a structure of composition C4H3I4NO (ωB97M-V/def2-TZVPD).

```
13
Properties=species:S:1:pos:R:3:forces:R:3:mulliken_charge:R:1
C -0.699508 -0.457356 -0.180215 -0.3 -0.2 -0.3 0.54
C -1.095048 -1.801248 -0.310377 -0.3 -0.2 0.0 -0.34
C 2.433023 0.537076 0.282784 -0.1 1.4 -1.2 0.35
C -1.548678 0.740354 -0.359001 1.5 0.6 -1.4 -0.95
N 0.566753 -0.354136 0.086025 0.3 0.3 0.6 -0.50
O 3.033328 -0.463865 0.285135 1.1 -0.8 0.3 -0.52
I -2.890630 -2.425481 0.548858 0.3 0.0 0.0 0.09
I 0.950649 -2.271426 0.591016 -0.3 -0.8 0.0 0.32
I 2.147069 1.806610 1.948917 -0.1 0.1 0.5 0.12
I 2.189135 1.701679 -1.606863 0.2 -0.1 0.2 0.00
H -2.134882 0.562658 -1.270957 -0.4 0.2 0.6 0.34
H -0.863255 1.624924 -0.588312 -1.1 -1.0 0.7 0.23
H -2.087956 0.800209 0.572996 -0.6 0.6 0.0 0.34
```
Forces are in eV/Å.

Output
frontier orbital gap (alpha / beta)	6.95 / 6.95	eV
HOMO level (alpha / beta)	-0.30972 / -0.30976	Ha
LUMO level (alpha / beta)	-1.5 / -1.5	eV
max |F|	2.14	eV/Å